{
  "formula": "C34H44ClCsF9N5O7S2",
  "method": "ωB97M-V/def2-TZVPD",
  "lumo_energy_ha": 0.1261,
  "total_charge": -2,
  "e_above_lowest_kcal_mol": 11.0,
  "homo_lumo_gap_ha": 0.2059,
  "symbols": ["Cs", "C", "C", "O", "C", "C", "O", "C", "C", "O", "C", "C", "O", "H", "H", "H", "H", "H", "H", "H", "H", "H", "H", "H", "H", "H", "H", "H", "H", "F", "C", "F", "F", "C", "C", "C", "C", "N", "C", "S", "H", "H", "H", "O", "S", "N", "C", "C", "C", "C", "C", "O", "C", "C", "C", "C", "C", "C", "Cl", "C", "C", "C", "N", "C", "N", "C", "N", "H", "H", "H", "H", "H", "H", "H", "H", "H", "H", "H", "H", "H", "H", "H", "H", "H", "H", "H", "H", "H", "H", "C", "C", "O", "C", "F", "F", "F", "C", "F", "F", "F", "H", "H", "H"],
  "positions_angstrom": [[1.396, -1.021, 1.958], [1.498, -3.513, -1.783], [2.607, -3.920, -0.834], [2.754, -2.916, 0.156], [3.995, -2.931, 0.836], [5.073, -2.236, 0.030], [4.611, -0.924, -0.218], [5.187, -0.262, -1.307], [4.246, 0.842, -1.762], [2.943, 0.426, -2.099], [2.826, -0.402, -3.240], [2.808, -1.886, -2.928], [1.605, -2.188, -2.282], [0.536, -3.580, -1.277], [1.476, -4.238, -2.610], [3.557, -4.064, -1.366], [2.308, -4.868, -0.375], [4.301, -3.954, 1.087], [3.861, -2.376, 1.767], [5.267, -2.750, -0.923], [6.011, -2.229, 0.604], [5.384, -0.964, -2.130], [6.153, 0.196, -1.038], [4.717, 1.359, -2.615], [4.123, 1.563, -0.953], [3.630, -0.183, -3.958], [1.871, -0.146, -3.705], [3.660, -2.147, -2.301], [2.900, -2.449, -3.876], [-3.747, -4.118, 3.020], [-3.152, -4.497, 1.851], [-3.774, -5.639, 1.506], [-3.515, -3.563, 0.957], [-1.662, -4.645, 2.008], [-1.102, -4.329, 3.231], [0.265, -4.471, 3.432], [0.994, -4.936, 2.351], [0.489, -5.231, 1.163], [-0.844, -5.097, 0.927], [-1.448, -5.456, -0.639], [-1.733, -3.970, 4.032], [0.743, -4.227, 4.370], [2.070, -5.071, 2.449], [-0.338, 2.694, 4.121], [0.166, 2.113, 2.859], [0.560, 2.900, 1.686], [-3.490, 5.297, -0.998], [-2.397, 4.222, -0.905], [-1.132, 4.907, -0.362], [-2.883, 3.199, 0.130], [-2.137, 3.567, -2.312], [-1.919, 4.601, -3.293], [-3.235, 2.614, -2.805], [-4.531, 3.224, -3.384], [-5.798, 2.849, -2.654], [-6.767, 3.798, -2.349], [-7.946, 3.452, -1.702], [-8.157, 2.132, -1.354], [-9.633, 1.685, -0.536], [-7.213, 1.159, -1.642], [-6.045, 1.525, -2.289], [-0.791, 2.824, -2.422], [-0.720, 1.480, -1.912], [-0.216, 1.072, -0.744], [-0.300, -0.238, -0.645], [-0.877, -0.597, -1.820], [-1.147, 0.404, -2.632], [-3.665, 5.695, 0.003], [-4.440, 4.903, -1.351], [-3.191, 6.146, -1.623], [-1.412, 5.584, 0.447], [-0.640, 5.496, -1.140], [-0.421, 4.203, 0.075], [-2.866, 3.655, 1.121], [-2.254, 2.318, 0.185], [-3.907, 2.877, -0.074], [-2.660, 5.212, -3.247], [-3.473, 1.921, -1.998], [-2.781, 1.992, -3.577], [-4.626, 2.878, -4.416], [-4.489, 4.312, -3.457], [-6.601, 4.835, -2.619], [-8.689, 4.199, -1.463], [-7.387, 0.132, -1.354], [-5.305, 0.763, -2.504], [-0.011, 3.396, -1.928], [-0.553, 2.778, -3.485], [0.204, 1.753, -0.004], [-1.088, -1.620, -2.084], [5.320, -0.219, 4.339], [4.152, -1.202, 4.553], [3.255, -1.184, 3.556], [3.452, -0.817, 5.884], [2.961, 0.425, 5.805], [4.271, -0.830, 6.968], [2.426, -1.628, 6.185], [4.765, -2.623, 4.697], [5.662, -2.752, 5.704], [5.442, -2.956, 3.574], [3.851, -3.585, 4.884], [4.895, 0.776, 4.223], [5.820, -0.485, 3.409], [6.044, -0.217, 5.156]]
}

{
  "formula": "C34H44FGe2N7O2S2Y",
  "method": "ωB97M-V/def2-TZVPD",
  "lumo_energy_ha": [0.0201, -0.0215],
  "total_charge": 0,
  "e_above_lowest_kcal_mol": 39.2,
  "s2": 0.755,
  "homo_lumo_gap_ha": [0.2594, 0.2688],
  "multiplicity": 2,
  "symbols": ["Y", "N", "C", "C", "C", "C", "C", "C", "S", "O", "O", "N", "C", "N", "C", "C", "C", "N", "H", "H", "H", "H", "H", "H", "H", "H", "H", "S", "C", "C", "C", "C", "C", "N", "H", "H", "H", "H", "F", "C", "Ge", "C", "C", "Ge", "C", "C", "C", "C", "C", "C", "C", "C", "C", "C", "C", "C", "H", "H", "H", "H", "H", "H", "H", "H", "H", "H", "H", "H", "H", "H", "H", "H", "H", "H", "H", "C", "C", "C", "C", "N", "N", "H", "H", "H", "H", "H", "H", "H", "H", "H", "H", "H", "H"],
  "positions_angstrom": [[1.194, -0.259, -0.129], [9.014, 1.897, 1.129], [7.815, 1.299, 0.696], [6.631, 1.341, 1.455], [5.500, 0.772, 0.919], [5.472, 0.200, -0.341], [6.655, 0.133, -1.096], [7.811, 0.642, -0.571], [3.997, -0.440, -1.090], [4.350, -1.087, -2.302], [3.216, -1.230, -0.101], [2.989, 0.771, -1.295], [3.288, 1.870, -2.055], [4.444, 1.990, -2.740], [4.559, 3.082, -3.474], [3.639, 4.113, -3.588], [2.496, 3.922, -2.798], [2.305, 2.852, -2.013], [9.214, 1.951, 2.149], [9.862, 1.728, 0.655], [6.591, 1.913, 2.381], [4.569, 0.893, 1.464], [6.644, -0.330, -2.065], [8.708, 0.653, -1.192], [5.458, 3.119, -4.005], [3.739, 4.926, -4.275], [1.692, 4.682, -2.696], [0.181, 1.597, 1.768], [0.678, 0.297, 2.782], [0.320, 0.111, 4.128], [0.723, -0.987, 4.855], [1.436, -2.001, 4.194], [1.860, -1.717, 2.908], [1.499, -0.632, 2.203], [-0.300, 0.882, 4.574], [0.311, -1.097, 5.826], [1.718, -2.918, 4.745], [2.411, -2.479, 2.358], [0.252, -1.943, -0.819], [-2.431, -2.955, -1.164], [-3.668, -1.677, -0.267], [-4.752, -0.921, -1.712], [-4.905, -2.986, 0.550], [-2.906, -0.032, 1.402], [-2.609, -1.433, 2.785], [-3.371, -1.444, 3.938], [-3.482, -2.563, 4.794], [-2.735, -3.693, 4.504], [-1.850, -3.630, 3.403], [-1.698, -2.522, 2.593], [-4.333, 1.161, 1.996], [-5.615, 0.692, 1.952], [-6.709, 1.433, 2.371], [-6.461, 2.708, 2.849], [-5.176, 3.206, 2.970], [-4.074, 2.410, 2.585], [-2.978, -3.708, -1.772], [-1.861, -3.504, -0.378], [-1.703, -2.535, -1.830], [-5.071, -1.711, -2.405], [-4.106, -0.191, -2.217], [-5.615, -0.334, -1.244], [-4.589, -3.954, 0.210], [-5.954, -2.810, 0.268], [-4.804, -3.049, 1.647], [-3.999, -0.570, 4.083], [-4.214, -2.537, 5.625], [-2.743, -4.614, 5.097], [-1.231, -4.544, 3.319], [-0.954, -2.472, 1.746], [-5.776, -0.321, 1.647], [-7.678, 0.983, 2.328], [-7.290, 3.203, 3.338], [-5.036, 4.134, 3.488], [-3.082, 2.742, 2.758], [0.174, -0.860, -5.138], [-0.365, 0.259, -4.289], [0.006, 1.639, -4.894], [-1.836, 0.161, -4.119], [0.254, -0.018, -2.956], [-0.189, 0.845, -1.933], [-0.352, -0.960, -6.115], [0.129, -1.790, -4.579], [1.199, -0.707, -5.389], [-0.477, 1.752, -5.879], [1.083, 1.735, -4.987], [-0.299, 2.571, -4.337], [-2.344, 0.043, -5.071], [-2.380, 1.009, -3.645], [-2.117, -0.772, -3.574], [1.263, 0.106, -2.971], [-1.185, 0.646, -1.827], [-0.045, 1.861, -2.099]]
}

{
  "formula": "C34H44N6OTi",
  "method": "ωB97M-V/def2-TZVPD",
  "lumo_energy_ha": -0.2409,
  "total_charge": 2,
  "homo_lumo_gap_ha": 0.2857,
  "symbols": ["Ti", "C", "C", "C", "C", "C", "C", "C", "C", "C", "C", "C", "C", "C", "C", "C", "C", "C", "H", "H", "H", "H", "H", "H", "H", "H", "H", "H", "H", "H", "H", "H", "H", "H", "H", "H", "H", "H", "H", "H", "H", "H", "H", "H", "H", "H", "H", "C", "N", "C", "C", "N", "C", "C", "C", "C", "C", "C", "N", "C", "N", "C", "C", "C", "C", "C", "C", "N", "H", "H", "H", "H", "H", "H", "H", "H", "H", "H", "H", "H", "H", "H", "H", "O", "C", "N"],
  "positions_angstrom": [[0.417, 0.003, -0.413], [-0.167, 1.143, 1.505], [-0.638, -0.191, 1.704], [-1.675, -0.402, 0.715], [-1.778, 0.820, -0.016], [-0.899, 1.800, 0.490], [-0.966, 3.302, 0.274], [-1.993, 3.786, 1.319], [-1.472, 3.693, -1.117], [0.368, 4.009, 0.534], [-2.807, -1.429, 0.556], [-2.522, -2.847, 1.050], [-3.256, -1.576, -0.908], [-3.998, -0.845, 1.343], [-0.206, -0.977, 2.952], [0.922, -0.242, 3.690], [-1.416, -0.998, 3.905], [0.308, -2.405, 2.712], [0.626, 1.600, 2.075], [-2.501, 0.984, -0.800], [-2.960, 3.301, 1.173], [-2.131, 4.863, 1.229], [-1.648, 3.565, 2.330], [-2.391, 3.170, -1.394], [-0.708, 3.545, -1.888], [-1.701, 4.759, -1.134], [0.817, 3.707, 1.480], [0.198, 5.085, 0.585], [1.087, 3.829, -0.264], [-1.674, -3.289, 0.524], [-3.395, -3.466, 0.843], [-2.348, -2.893, 2.120], [-2.484, -2.055, -1.513], [-3.562, -0.637, -1.369], [-4.130, -2.226, -0.935], [-3.753, -0.687, 2.391], [-4.841, -1.534, 1.290], [-4.313, 0.112, 0.922], [0.616, 0.738, 4.056], [1.809, -0.146, 3.062], [1.206, -0.838, 4.557], [-1.816, 0.008, 4.048], [-1.101, -1.378, 4.878], [-2.214, -1.643, 3.547], [1.333, -2.384, 2.346], [-0.295, -2.976, 2.018], [0.311, -2.936, 3.665], [1.015, 1.519, -3.167], [-0.139, 0.927, -2.462], [-0.915, 0.000, -3.308], [-0.509, -1.378, -2.924], [0.015, -1.627, -1.735], [0.204, -3.018, -1.675], [0.718, -3.845, -0.677], [0.767, -5.198, -0.940], [0.322, -5.734, -2.157], [-0.189, -4.928, -3.152], [-0.238, -3.568, -2.881], [-0.677, -2.489, -3.642], [1.998, 1.913, -2.127], [1.902, 1.454, -0.892], [3.011, 1.955, -0.197], [3.429, 1.785, 1.119], [4.594, 2.418, 1.499], [5.332, 3.205, 0.603], [4.929, 3.381, -0.704], [3.757, 2.738, -1.079], [3.076, 2.686, -2.292], [0.716, 2.370, -3.784], [1.460, 0.769, -3.826], [-0.753, 1.694, -2.195], [-0.762, 0.189, -4.372], [-1.980, 0.123, -3.103], [1.051, -3.447, 0.268], [1.160, -5.868, -0.187], [0.382, -6.802, -2.316], [-0.532, -5.336, -4.094], [-1.051, -2.541, -4.578], [2.877, 1.165, 1.810], [4.956, 2.300, 2.511], [6.241, 3.680, 0.945], [5.500, 3.983, -1.397], [3.367, 3.125, -3.152], [3.953, -1.924, -0.234], [2.918, -1.477, 0.028], [1.832, -1.019, 0.329]]
}

Which formula does entry 2 have? C34H44FGe2N7O2S2Y